Record 1
The following is a quantum chemistry calculation of a gas-phase ion, C2H3FN3 (charge +1) at a distorted geometry, from OMol25.

ΔE to the lowest compared entry with this formula, charge and spin	19.3	kcal per mole
frontier orbital gap	10.74	eV
E_tot	-341.730372	a.u.
highest occupied orbital energy	-15.50	eV
total charge	+1
lowest unoccupied orbital energy	-4.764	eV
SMILES	N=C=[NH+]/C=N/F

Geometry as XYZ:
```
9
C2H3FN3 | OMol25 | ωB97M-V with the def2-TZVPD basis set
C -0.797 -0.319 -0.353
C 0.728 0.953 0.880
N -1.854 -0.559 -0.757
N 0.375 0.050 -0.121
N -0.391 1.352 1.418
F -0.220 2.321 2.343
H -2.804 -1.027 -0.895
H 1.748 1.119 0.955
H 1.122 -0.242 -0.720
```

=====

Record 2
The following is a quantum chemistry calculation of C2H3FN4S in the gas phase at a distorted geometry, from OMol25.

ΔE to the lowest compared entry with this formula, charge and spin	1.3	kcal per mole
frontier orbital gap	9.26	eV
E_tot	-795.002557	a.u.
highest occupied orbital energy	-8.84	eV
lowest unoccupied orbital energy	0.420	eV
SMILES	[H]/N=c1/c(F)n[nH]n1S

Geometry as XYZ:
```
11
C2H3FN4S | OMol25 | ωB97M-V with the def2-TZVPD basis set
C -1.636 -0.155 -0.126
C -0.435 0.746 -0.082
H 2.737 0.034 0.942
H 0.349 -2.170 0.411
H 0.631 2.314 -0.128
N 0.604 -0.225 0.057
N 0.038 -1.485 -0.222
N -1.348 -1.407 -0.181
N -0.326 2.002 -0.121
F -2.829 0.326 -0.232
S 2.214 0.019 -0.318
```

=====

Record 3
The following is a quantum chemistry calculation of a molecular structure, C2H3FO at a distorted geometry, from OMol25.

ΔE to the lowest compared entry with this formula, charge and spin	77.0	kcal per mole
frontier orbital gap	9.56	eV
E_tot	-253.004472	a.u.
highest occupied orbital energy	-8.81	eV
lowest unoccupied orbital energy	0.749	eV

Geometry as XYZ:
```
7
C2H3FO | OMol25 | ωB97M-V with the def2-TZVPD basis set
C -0.006 -0.563 -1.320
C 0.545 0.597 0.264
O -0.332 -1.680 -1.204
F -0.598 1.193 0.493
H -0.182 0.241 -2.008
H 0.599 -0.281 1.030
H 1.375 1.359 0.158
```

=====

Record 4
The following is a quantum chemistry calculation of a molecular structure, C2H3FO2PTm at a distorted geometry, from OMol25.

frontier orbital gap (alpha / beta)	7.09 / 6.59	eV
2S+1	4
E_tot	-1754.593732	a.u.
highest occupied orbital energy (alpha / beta)	-12.50 / -12.23	eV
total charge	+1
expectation value of S²	3.7611
lowest unoccupied orbital energy (alpha / beta)	-5.409 / -5.632	eV

Geometry as XYZ:
```
10
C2H3FO2PTm | OMol25 | ωB97M-V with the def2-TZVPD basis set
P 2.726 0.955 0.481
F 3.529 -0.841 -0.516
O 0.159 0.981 -0.545
C -1.023 0.724 0.112
H -1.913 1.125 -0.420
H -1.063 1.158 1.135
C -1.261 -0.746 0.268
O -0.412 -1.557 -0.087
Tm 1.437 -0.708 -1.204
H -2.179 -1.090 0.776
```

=====

Record 5
The following is a quantum chemistry calculation of C2H3FO2S in the gas phase at a distorted geometry, from OMol25.

ΔE to the lowest compared entry with this formula, charge and spin	58.3	kcal per mole
frontier orbital gap	9.42	eV
E_tot	-726.439216	a.u.
highest occupied orbital energy	-10.35	eV
lowest unoccupied orbital energy	-0.938	eV
SMILES	O=S(=O)=CCF

Geometry as XYZ:
```
9
C2H3FO2S | OMol25 | ωB97M-V with the def2-TZVPD basis set
C 0.031 -0.585 0.104
C -1.243 0.249 -0.154
O 2.660 -0.958 0.371
O 1.837 0.981 -0.888
F -1.659 0.745 1.060
S 1.574 -0.054 -0.005
H -0.118 -1.361 0.925
H -2.093 -0.142 -0.630
H -0.989 1.126 -0.783
```

=====

Record 6
The following is a quantum chemistry calculation of a gas-phase ion, C2H3FO3P (charge -1) at a distorted geometry, from OMol25.

ΔE to the lowest compared entry with this formula, charge and spin	94.6	kcal per mole
frontier orbital gap	7.37	eV
E_tot	-744.951614	a.u.
highest occupied orbital energy	-3.38	eV
total charge	-1
lowest unoccupied orbital energy	3.992	eV

Geometry as XYZ:
```
10
C2H3FO3P | OMol25 | ωB97M-V with the def2-TZVPD basis set
C -1.789 -0.842 -0.498
C -0.668 -0.892 0.360
O -0.885 -1.792 -0.741
O -2.792 -0.384 -0.979
O 0.652 0.935 -1.247
F 0.729 0.145 2.270
P 0.506 0.591 0.443
H -0.794 -1.222 1.333
H 0.527 1.752 -1.773
H 1.533 -0.305 0.248
```

=====

Record 7
The following is a quantum chemistry calculation of a molecular structure, C2H3Hg at a distorted geometry, from OMol25.

ΔE to the lowest compared entry with this formula, charge and spin	23.8	kcal per mole
frontier orbital gap	7.53	eV
E_tot	-230.954426	a.u.
highest occupied orbital energy	-15.12	eV
total charge	+1
lowest unoccupied orbital energy	-7.594	eV

Geometry as XYZ:
```
6
C2H3Hg | OMol25 | ωB97M-V with the def2-TZVPD basis set
C 0.650 0.517 -0.008
H 0.451 1.581 0.034
C 0.768 -0.616 0.456
H 0.916 -1.351 1.239
H -1.279 0.619 -1.396
Hg -1.506 -0.751 -0.325
```

=====

Record 8
The following is a quantum chemistry calculation of a molecular structure, C2H3HgO2 at a distorted geometry, from OMol25.

ΔE to the lowest compared entry with this formula, charge and spin	52.7	kcal per mole
frontier orbital gap (alpha / beta)	9.98 / 6.30	eV
2S+1	3
E_tot	-381.410752	a.u.
highest occupied orbital energy (alpha / beta)	-13.88 / -14.08	eV
total charge	+1
expectation value of S²	2.0082
lowest unoccupied orbital energy (alpha / beta)	-3.900 / -7.786	eV

Geometry as XYZ:
```
8
C2H3HgO2 | OMol25 | ωB97M-V with the def2-TZVPD basis set
C -0.322 -0.173 0.925
C -0.210 0.064 -0.514
O 0.402 -0.759 -1.282
O -0.569 0.758 1.755
H -0.043 1.156 -0.653
H 0.072 0.837 2.482
Hg 2.075 -1.407 -2.755
H -1.404 -0.477 0.044
```

=====

Record 9
The following is a quantum chemistry calculation of 2 unconnected molecules or ions with the total composition C2H3I3O at a distorted geometry, from OMol25.

ΔE to the lowest compared entry with this formula, charge and spin	39.2	kcal per mole
frontier orbital gap	8.55	eV
E_tot	-1046.237403	a.u.
highest occupied orbital energy	-9.16	eV
lowest unoccupied orbital energy	-0.618	eV
SMILES	I/C=C/I.OI

Geometry as XYZ:
```
9
C2H3I3O | OMol25 | ωB97M-V with the def2-TZVPD basis set
C -0.088 -1.015 0.161
C -0.015 -0.461 -1.023
O -0.541 1.500 1.213
I 1.497 -2.400 0.524
I 1.368 1.679 1.706
I -1.529 0.783 -1.838
H -0.750 -0.990 0.901
H 0.598 -0.718 -1.912
H -0.540 1.622 0.268
```

=====

Record 10
The following is a quantum chemistry calculation of 2 unconnected molecules or ions with the total composition C2H3IN at a distorted geometry, from OMol25.

ΔE to the lowest compared entry with this formula, charge and spin	51.0	kcal per mole
frontier orbital gap	8.99	eV
E_tot	-430.046688	a.u.
highest occupied orbital energy	-14.79	eV
total charge	+1
lowest unoccupied orbital energy	-5.797	eV

Geometry as XYZ:
```
7
C2H3IN | OMol25 | ωB97M-V with the def2-TZVPD basis set
C -1.218 -0.588 -0.049
C 0.951 0.496 -0.158
N -0.156 -0.034 -0.343
I 2.895 0.101 -0.101
H -2.023 -0.932 -0.719
H -1.316 -1.002 0.996
H 0.866 1.957 0.373
```